No. 1
Entry from OMol25: an isolated ion of composition C5H11N2O and charge +1 in a non-equilibrium geometry (wB97M-V/def2-TZVPD).

Energy above the lowest of the compared OMol25 structures with the same formula, charge and spin: 253.3 kJ/mol
SMILES: N/C(=C\[NH3+])CCC=O
Charge: +1
Frontier orbital gap: 9.2 eV
DFT total energy: -10382.9804 eV
Lowest unoccupied orbital energy: -3.71 eV

```
19
Properties=species:S:1:pos:R:3:forces:R:3
N 1.234 -0.281 -0.782 0.6 -0.2 -0.7
C 0.333 -0.441 0.209 0.3 1.9 1.4
C 0.636 -0.043 1.490 -0.7 -1.7 1.0
N 1.976 0.268 2.050 0.9 0.5 -1.1
C -1.138 -0.687 -0.067 -0.7 -1.6 0.2
C -1.808 0.479 -0.854 1.2 -1.3 1.7
C -1.554 0.341 -2.307 0.6 0.4 -1.4
O -0.735 -0.393 -2.817 -0.1 -0.1 0.7
H 1.000 -0.039 -1.731 -0.7 -0.6 -0.1
H 2.227 -0.217 -0.646 0.0 0.0 0.5
H 0.031 -0.231 2.378 -0.5 -0.1 -0.8
H 2.667 -0.479 2.129 -0.2 -0.6 -0.4
H 2.466 0.987 1.463 -0.5 -0.1 1.1
H 1.827 0.515 3.036 0.2 0.8 -0.5
H -1.691 -0.866 0.867 0.5 0.7 0.1
H -1.275 -1.701 -0.475 0.3 0.5 -0.8
H -1.226 1.248 -0.314 -0.8 0.9 -1.1
H -2.870 0.570 -0.622 0.1 0.1 -0.1
H -2.100 0.968 -3.008 -0.7 0.4 0.1
```
Forces are in eV/Å.

=====

No. 2
Entry from OMol25: C16H23N2O3PS as an isolated structure in a non-equilibrium geometry (wB97M-V/def2-TZVPD).

Charge: 0
Frontier orbital gap: 8.5 eV
DFT total energy: -46211.5647 eV
Lowest unoccupied orbital energy: -0.89 eV

```
46
Properties=species:S:1:pos:R:3:forces:R:3
C 0.869 -2.313 2.769 -0.1 -0.4 0.4
C 0.504 -1.043 3.467 0.1 -0.3 0.0
O 1.301 -0.413 4.088 0.3 0.4 0.7
O -0.796 -0.658 3.434 -0.2 0.2 -0.4
C -1.303 -0.432 2.089 0.3 0.0 1.0
C -2.404 0.582 2.214 -0.9 -0.2 -0.3
C -3.037 1.056 0.880 0.7 0.0 0.2
C -2.264 0.727 -0.405 -0.7 0.1 -0.5
C -2.756 -0.543 -1.148 0.6 0.1 0.2
C -1.739 -1.687 -1.238 -0.5 -0.1 -0.1
C -0.782 -1.608 -2.431 -0.2 0.4 0.3
C -0.151 -0.243 -2.679 0.1 -0.2 0.1
C 0.948 0.142 -1.734 0.2 0.2 0.0
C 1.765 1.264 -2.088 0.1 0.0 0.3
C 2.757 1.720 -1.279 0.5 0.9 0.3
P 3.772 3.124 -1.817 0.2 -0.7 -0.9
O 3.986 3.113 -3.282 -0.1 0.2 -0.2
C 3.003 1.083 -0.028 -0.1 0.1 -0.3
N 3.891 1.395 0.918 0.3 0.3 0.1
S 3.703 0.332 2.104 -0.3 0.0 -0.3
N 2.517 -0.567 1.492 0.7 0.5 -0.2
C 2.222 -0.035 0.303 -0.3 -0.5 0.2
C 1.203 -0.497 -0.562 -0.2 -0.3 -0.1
H 0.509 -3.140 3.376 -0.4 -0.2 0.0
H 0.437 -2.373 1.776 0.0 -0.2 -0.1
H 1.944 -2.383 2.736 0.0 -0.1 -0.2
H -1.667 -1.384 1.711 0.0 0.0 -0.3
H -0.476 -0.044 1.499 0.0 -0.1 -0.3
H -3.189 0.117 2.806 -0.1 0.0 0.2
H -2.076 1.433 2.795 0.4 0.1 0.1
H -3.124 2.134 0.948 -0.1 0.2 0.0
H -4.047 0.673 0.785 -0.2 -0.1 0.0
H -2.445 1.554 -1.087 0.1 0.2 -0.1
H -1.191 0.704 -0.254 0.1 0.0 0.1
H -3.047 -0.257 -2.156 -0.2 -0.1 -0.2
H -3.650 -0.907 -0.652 -0.2 -0.1 0.1
H -2.305 -2.610 -1.344 0.0 -0.2 0.0
H -1.221 -1.774 -0.288 0.1 0.0 0.1
H 0.006 -2.348 -2.317 0.1 -0.2 -0.1
H -1.357 -1.868 -3.315 0.0 -0.1 -0.2
H 0.238 -0.215 -3.694 0.2 0.0 -0.2
H -0.904 0.543 -2.642 -0.2 0.1 0.0
H 1.600 1.757 -3.035 0.0 0.1 -0.2
H 4.966 2.954 -1.097 -0.2 0.3 0.4
H 3.145 4.300 -1.365 0.1 -0.1 0.4
H 0.645 -1.364 -0.252 0.0 -0.1 -0.1
```
Forces are in eV/Å.

=====

No. 3
Entry from OMol25: a 2-piece molecular cluster, CH3IOS2 overall in a non-equilibrium geometry (wB97M-V/def2-TZVPD).

Energy above the lowest of the compared OMol25 structures with the same formula, charge and spin: 369.2 kJ/mol
Charge: 0
Frontier orbital gap (alpha / beta): 4.5 / 4.5 eV
DFT total energy: -32899.9927 eV
Lowest unoccupied orbital energy (alpha / beta): -3.63 / -3.63 eV

```
8
Properties=species:S:1:pos:R:3:forces:R:3
C 1.347 -0.179 -0.369 0.3 0.3 -2.3
O 0.779 -0.610 0.824 -2.1 -2.1 0.3
S -0.392 -1.762 0.657 -0.4 2.0 0.3
S -3.463 2.387 0.934 0.5 -0.9 -0.2
I -2.858 0.354 -0.020 0.4 -0.1 0.3
H 1.037 0.861 -0.543 0.3 -0.2 0.0
H 1.174 -0.771 -1.347 -0.3 0.5 1.9
H 2.377 -0.281 -0.135 1.3 0.6 -0.3
```
Forces are in eV/Å.

=====

No. 4
Entry from OMol25: H3NO3P3 as an isolated structure in a non-equilibrium geometry (wB97M-V/def2-TZVPD).

Energy above the lowest of the compared OMol25 structures with the same formula, charge and spin: 286.0 kJ/mol
Charge: -1
Frontier orbital gap (alpha / beta): 6.9 / 6.8 eV
DFT total energy: -35548.8113 eV
Lowest unoccupied orbital energy (alpha / beta): 2.96 / 2.96 eV

```
10
Properties=species:S:1:pos:R:3:forces:R:3
N 2.023 -0.341 0.197 -2.8 0.7 -0.8
O -2.834 0.195 -1.328 -0.7 0.5 -2.1
O -2.504 -0.570 1.083 -0.4 -0.8 0.6
O -0.664 0.980 0.187 -0.8 0.2 -1.1
P 0.701 -1.469 -0.008 0.5 -1.0 -1.3
P 0.827 1.290 0.372 2.4 1.0 1.2
P -2.000 -0.357 -0.283 3.7 0.0 2.4
H 0.455 -1.367 1.323 -0.9 -0.1 1.3
H 2.509 -0.242 -0.694 -0.2 0.0 -0.1
H 1.487 1.882 -0.848 -0.9 -0.6 0.1
```
Forces are in eV/Å.